(1)
A single C12H16O2 molecule at a distorted geometry, computed with ωB97M-V/def2-TZVPD.

```
30
Properties=species:S:1:pos:R:3:forces:R:3
C 3.3900 -0.7069 0.8334 2.80 -3.28 2.26
C 2.5304 -0.1376 0.2801 -2.18 2.06 -1.51
C -1.3468 -3.1518 -0.5178 -0.20 1.56 -0.51
C -1.3617 -1.8769 -0.8849 -0.01 -0.08 0.09
C -1.5321 0.2952 0.4833 1.78 -0.28 -2.00
C 0.4268 -0.0928 -1.1066 -0.26 -0.72 1.36
C -0.6087 -0.7839 -0.1562 1.87 -0.16 0.22
C -0.8366 1.3999 1.2725 0.35 -1.21 0.02
C 1.5386 0.6645 -0.3686 -3.73 2.32 2.70
C 0.6073 1.7831 1.0998 -0.10 -2.79 -1.66
C -2.0605 -1.4549 -2.1171 -0.58 1.52 -2.08
C 1.4881 2.3154 2.1844 -1.06 0.10 1.84
O -0.4402 2.5564 0.5473 0.49 0.44 -0.37
O 2.0382 1.6480 -1.1577 1.03 1.47 -0.77
H 4.0078 -1.4633 1.3326 -0.37 1.09 -0.52
H -1.9790 -3.7982 -1.0664 -0.21 -1.07 -0.29
H -0.7021 -3.4451 0.2521 0.49 -0.80 1.19
H -2.0474 0.7918 -0.3525 -0.18 -0.09 0.26
H -2.2187 -0.3108 0.9997 -1.18 -0.05 1.31
H 1.0709 -0.8904 -1.5504 -1.19 0.56 -0.94
H -0.2285 0.5973 -1.7042 1.51 -0.62 -0.20
H 0.0131 -1.3221 0.6058 -0.65 0.57 -0.10
H -1.4199 1.5352 2.1802 0.56 0.80 0.32
H -1.9764 -0.3399 -2.1663 -0.52 -0.86 -0.33
H -1.6257 -1.8181 -3.0810 0.40 0.18 0.90
H -3.1105 -1.7321 -2.3149 0.17 0.08 0.93
H 1.7359 1.4206 2.8485 0.14 1.29 -0.91
H 0.8208 3.0026 2.8389 1.11 -0.94 -0.98
H 2.3815 2.8963 1.8762 -0.52 -0.61 0.01
H 1.4452 2.4185 -1.0903 0.22 -0.48 -0.24
```
Positions in Å, forces in eV/Å.

## Properties
* Kohn-Sham gap: 9.3 eV
* DFT total energy: -16792.5163 eV
* E_HOMO: -8.5 eV
* LUMO level: 0.8 eV
* energy relative to the best compared isomer or geometry (same formula, charge and spin): 569.5 kJ/mol

---

(2)
A 7-piece molecular cluster, C55H121N6O3 overall at a distorted geometry, computed with ωB97M-V/def2-TZVPD.

```
185
Properties=species:S:1:pos:R:3:forces:R:3
C -0.5160 3.0781 2.2355 0.10 -1.18 1.79
C 0.2171 2.6662 3.5567 0.09 0.78 0.06
C 0.4976 3.8855 4.4517 0.27 -0.29 0.40
N 1.3585 3.6187 5.6802 1.05 -0.57 -0.71
C 0.6891 2.4383 6.5442 1.03 1.38 -0.59
C 1.2102 2.4274 7.9545 -0.41 0.26 0.81
C 1.0476 3.8301 8.5935 2.48 -0.41 -0.03
C 2.1057 4.7571 7.8792 -2.15 -0.63 0.40
C 1.5643 4.9510 6.4745 -1.16 -0.46 0.64
C 2.7906 3.2332 5.1744 -2.30 0.10 1.23
H -0.1050 4.0006 1.8254 -0.15 -0.23 -0.20
H -1.5711 3.1457 2.5006 -0.08 0.52 -0.38
H -0.4051 2.1873 1.6172 -0.04 0.42 -0.68
H 1.1189 2.1296 3.2617 0.22 0.12 0.23
H -0.3892 1.9916 4.1612 -0.14 -0.24 -0.31
H -0.4409 4.2646 4.8562 -0.04 0.23 -0.25
H 1.0242 4.6582 3.8916 -0.19 0.15 0.05
H -0.3856 2.6202 6.5368 0.02 0.07 -0.27
H 0.9696 1.5262 6.0174 -0.25 0.09 -0.16
H 0.6532 1.7033 8.5490 -0.31 -0.17 -0.19
H 2.2199 2.0166 7.9556 0.29 0.47 0.22
H 0.0118 4.1642 8.5336 0.10 0.26 -0.25
H 1.3370 3.8761 9.6433 -0.27 -0.61 0.08
H 2.0565 5.7057 8.4138 0.31 0.23 -0.39
H 3.1186 4.3610 7.9517 -0.08 -0.02 0.02
H 0.5224 5.2371 6.6184 0.09 0.61 -0.17
H 2.1147 5.7456 5.9707 -0.06 -0.59 -0.90
H 3.2865 3.1920 6.1442 0.95 -0.03 -0.74
H 3.0272 4.0407 4.4816 0.62 -0.17 0.35
H 2.7352 2.2716 4.6642 0.18 0.11 0.19
C -2.7703 3.9140 -0.6284 -0.04 -0.94 -0.81
C -1.9844 4.2772 -1.9515 -0.75 0.33 0.77
C -2.9792 4.2290 -3.1430 0.82 0.02 -0.30
N -2.3476 4.4599 -4.5931 -0.51 -0.27 -0.09
C -1.3468 3.3622 -5.0287 -0.25 0.81 1.95
C -2.0010 2.0132 -5.0576 -0.35 -0.92 -0.61
C -3.1157 1.9429 -6.1146 0.37 0.33 0.58
C -4.1372 3.0765 -5.9319 0.86 -1.60 0.11
C -3.4151 4.3898 -5.7345 -1.96 0.66 0.42
C -1.7972 5.9103 -4.5742 -0.47 -1.46 -0.82
H -3.1186 2.8845 -0.7115 0.00 -0.36 -0.14
H -3.7040 4.4423 -0.4352 0.27 0.60 -0.26
H -2.1814 3.9002 0.2887 0.28 0.46 -0.31
H -1.1605 3.5751 -2.0789 -0.06 -0.10 -0.06
H -1.5500 5.2632 -1.7862 -0.02 0.09 -0.36
H -3.7211 5.0184 -3.0223 0.01 -0.01 -0.23
H -3.4926 3.2712 -3.0579 0.04 0.01 -0.69
H -0.5644 3.3140 -4.2714 0.15 0.34 -0.04
H -0.9026 3.6345 -5.9861 -0.28 0.22 -0.02
H -2.3075 1.6022 -4.0957 0.08 0.47 0.21
H -1.1618 1.3868 -5.3601 -0.08 -0.46 -0.07
H -3.6553 0.9963 -6.1431 0.40 -0.13 -0.06
H -2.5324 2.0910 -7.0234 -0.62 -0.10 -0.59
H -4.8675 2.8636 -5.1513 0.31 -0.02 0.46
H -4.7710 3.0331 -6.8176 0.17 0.86 -0.23
H -4.2538 5.0504 -5.5148 0.52 0.74 0.42
H -3.0546 4.7063 -6.7133 0.94 0.17 0.43
H -1.5442 6.0982 -5.6176 -0.09 0.44 0.16
H -0.9049 6.0424 -3.9622 -0.26 -0.37 0.14
H -2.6488 6.4919 -4.2214 0.37 0.32 -0.20
C 1.6651 -5.5000 3.5943 0.39 0.41 -0.82
C 1.6820 -4.3162 2.6130 1.09 0.36 0.05
C 2.9336 -3.4212 2.9244 -0.97 0.38 -1.26
N 3.2412 -2.2656 1.9188 -0.75 1.93 0.73
C 4.4894 -1.4828 2.5388 -0.47 0.06 -1.64
C 5.0438 -0.4459 1.5319 -0.48 -0.91 -0.80
C 5.4632 -1.1606 0.2393 0.35 0.87 0.97
C 4.2902 -1.8576 -0.4414 -0.28 0.08 0.39
C 3.5375 -2.7979 0.5052 0.70 -0.20 1.32
C 1.9507 -1.3192 1.8304 1.40 -1.00 0.38
H 0.6936 -5.9833 3.4909 0.22 -0.26 0.38
H 1.9062 -5.2090 4.6167 -0.31 -0.06 0.05
H 2.4574 -6.1619 3.2445 -0.19 -0.37 0.33
H 0.7367 -3.7742 2.6387 0.12 0.30 0.16
H 1.7728 -4.7403 1.6130 -0.03 0.08 -0.10
H 3.8453 -4.0185 2.9170 -0.12 -0.07 0.25
H 2.7709 -2.9316 3.8845 0.31 -0.02 0.04
H 5.1923 -2.3062 2.6656 0.24 0.27 0.28
H 4.2506 -1.0001 3.4865 -0.46 -0.48 0.02
H 5.9154 0.1176 1.8645 -0.18 -0.22 0.67
H 4.3064 0.2813 1.1921 -0.37 0.18 0.61
H 6.3216 -1.7702 0.5218 -0.17 -0.65 -0.39
H 5.8998 -0.3496 -0.3435 -0.17 -0.30 -0.65
H 4.7206 -2.5308 -1.1829 -0.40 0.20 -0.43
H 3.5948 -1.1342 -0.8670 0.12 0.04 -0.32
H 4.2671 -3.6016 0.6054 -0.41 -0.49 0.59
H 2.5530 -3.1952 0.2584 0.36 0.12 -0.91
H 2.0259 -0.4983 1.1173 0.40 -0.34 -0.17
H 1.8257 -0.9098 2.8328 -0.08 -0.11 0.03
H 1.1038 -1.9407 1.5397 0.19 0.10 0.03
C 1.8469 2.0037 -8.3071 0.83 0.44 -0.88
C 2.3887 2.0775 -6.8919 -0.78 -0.92 1.07
C 3.6393 1.1843 -6.6086 -0.73 0.73 0.78
N 4.0541 1.1007 -5.0955 -0.20 0.81 -0.47
C 5.3974 0.3823 -4.9476 -0.26 -1.37 -0.25
C 5.2910 -1.1446 -5.2522 1.11 0.97 0.15
C 4.1352 -1.8837 -4.6015 -0.55 0.72 -0.11
C 2.8431 -1.0248 -4.7694 -0.58 -1.43 -0.05
C 2.9807 0.4218 -4.3136 -0.06 -1.59 -0.13
C 4.1815 2.4613 -4.5277 0.64 0.42 -0.37
H 2.7150 2.0041 -8.9663 -0.29 0.11 -0.53
H 1.2542 2.8970 -8.5041 0.20 0.11 -0.09
H 1.1933 1.1802 -8.5948 0.32 -0.36 0.50
H 1.5304 1.7400 -6.3110 0.15 -0.11 0.69
H 2.5306 3.1209 -6.6104 0.39 -0.06 -0.19
H 4.4794 1.6576 -7.1168 0.18 -0.58 -0.09
H 3.4170 0.1486 -6.8656 0.47 0.36 -0.50
H 6.1275 0.8802 -5.5857 -0.26 -0.01 -0.23
H 5.8211 0.4381 -3.9449 -0.73 0.63 0.34
H 5.3518 -1.2857 -6.3313 -0.53 -0.16 -0.06
H 6.2354 -1.5676 -4.9096 0.12 0.03 0.07
H 4.1953 -2.8841 -5.0302 -0.97 0.07 -0.45
H 4.2022 -2.1326 -3.5424 0.67 0.63 0.28
H 2.4492 -1.1303 -5.7802 0.14 0.28 -0.18
H 2.0250 -1.4257 -4.1709 0.08 -0.11 0.26
H 2.0260 0.9422 -4.3900 0.25 0.15 -0.29
H 3.1951 0.4063 -3.2450 0.46 0.28 -0.02
H 4.9735 3.0054 -5.0423 0.31 -0.22 0.14
H 4.4309 2.2954 -3.4797 -0.20 0.58 -0.04
H 3.2958 3.0634 -4.7305 -0.17 -0.43 0.58
C -2.9365 -7.1260 -3.2162 -0.78 0.74 -0.16
C -2.4065 -5.9779 -2.3911 0.35 0.26 0.18
C -2.8336 -4.5778 -2.9356 1.63 -0.67 1.35
N -2.6835 -3.4432 -1.8715 -0.23 -0.30 0.95
C -2.8662 -2.0782 -2.5825 -1.24 -0.14 1.02
C -4.3246 -1.9363 -3.1759 1.85 -0.33 0.23
C -5.3859 -2.1818 -2.1280 0.05 -0.49 0.87
C -5.2259 -3.4969 -1.3165 0.60 0.38 -0.10
C -3.7738 -3.7091 -0.7782 -0.55 1.13 -0.90
C -1.2995 -3.3680 -1.1774 -0.24 -0.39 -1.15
H -2.6092 -8.0459 -2.7316 0.04 -0.12 -0.67
H -2.6064 -6.9469 -4.2395 0.16 -0.80 -0.08
H -4.0258 -7.0962 -3.2409 -0.10 -0.25 0.06
H -1.3271 -6.1080 -2.4689 0.23 0.57 0.16
H -2.6305 -6.1962 -1.3469 -0.34 0.52 0.12
H -3.8523 -4.5762 -3.3235 0.19 0.16 0.21
H -2.0961 -4.3425 -3.7029 -0.37 0.27 -0.26
H -1.9876 -1.8960 -3.2013 -0.35 -0.58 -0.68
H -2.6946 -1.3215 -1.8170 -0.38 -0.03 0.43
H -4.4230 -2.6143 -4.0237 -0.10 0.24 -0.13
H -4.4400 -0.9009 -3.4964 0.16 -0.11 -0.38
H -6.3498 -2.2459 -2.6329 -0.07 0.33 0.19
H -5.3687 -1.3297 -1.4486 -0.26 0.10 0.09
H -5.7011 -4.2501 -1.9450 0.71 -0.67 0.22
H -5.8140 -3.4858 -0.3988 -0.29 0.21 -0.12
H -3.6110 -4.6299 -0.2181 0.15 -0.40 -0.87
H -3.6339 -2.9727 0.0132 0.25 0.57 -0.30
H -1.1662 -2.5048 -0.5254 -0.76 0.23 -0.07
H -0.5809 -3.2150 -1.9826 0.10 -0.23 0.01
H -1.0485 -4.2687 -0.6172 -0.39 -0.14 -0.29
C -3.6690 0.5631 1.8676 -0.80 0.22 -0.86
C -3.5162 -0.5447 2.8671 1.24 0.21 0.26
C -2.3685 -0.1955 3.8631 -1.39 -1.82 0.06
N -2.1580 -1.3570 4.8834 -0.30 0.93 1.31
C -1.8204 -2.6841 4.1936 1.45 -0.27 0.58
C -1.2505 -3.7914 5.1677 -0.56 1.19 -0.28
C -0.0935 -3.2667 6.0232 -0.38 0.09 0.64
C -0.4719 -1.9465 6.6935 0.34 0.50 -0.36
C -0.9350 -0.8857 5.7166 -0.73 -1.27 -0.29
C -3.3607 -1.5008 5.9033 0.68 0.66 -0.76
H -4.1795 1.4820 2.1559 0.18 -0.04 0.54
H -4.3434 0.1025 1.1458 0.13 0.45 -0.61
H -2.7124 0.8023 1.4032 -0.03 -0.04 -0.20
H -3.3171 -1.4048 2.2278 0.54 -0.28 0.40
H -4.4672 -0.7857 3.3421 0.14 0.29 0.41
H -2.6432 0.7451 4.3405 -0.13 -0.30 0.73
H -1.3597 -0.0193 3.4899 -0.29 -0.28 -0.83
H -0.9445 -2.4984 3.5719 -0.07 0.63 -0.33
H -2.6063 -2.9986 3.5069 -0.26 0.04 0.60
H -0.8724 -4.6091 4.5540 -0.42 -0.08 -0.03
H -2.0394 -4.1378 5.8354 0.03 -0.31 -0.15
H 0.8672 -3.1901 5.5141 -0.10 0.12 -0.43
H 0.0695 -3.9947 6.8179 0.13 -0.07 -0.02
H 0.3949 -1.4158 7.0873 0.22 -0.57 0.71
H -1.1978 -2.1234 7.4872 0.09 0.19 0.07
H -0.1274 -0.6800 5.0141 -0.07 -0.04 -0.26
H -1.1710 0.0393 6.2428 -0.42 -0.03 -0.21
H -4.3303 -1.4367 5.4094 0.33 -0.20 -0.30
H -3.2829 -0.6357 6.5618 0.02 -0.11 0.02
H -3.3031 -2.4156 6.4931 0.26 0.09 -0.33
O -0.8284 0.9071 -2.1776 -0.50 0.69 -0.46
C -0.0280 0.1779 -1.3746 2.55 -1.76 -0.46
O -0.3467 0.0066 -0.2192 -2.93 0.58 4.20
O 0.9944 -0.3461 -1.7906 1.85 -0.26 -2.81
H -1.4152 1.2077 -1.4798 -0.88 0.54 -0.14
```
Positions in Å, forces in eV/Å.

## Properties
* Kohn-Sham gap: 8.3 eV
* DFT total energy: -74033.2239 eV
* E_HOMO: -17.7 eV
* LUMO level: -9.4 eV
* total charge: +5
* energy relative to the best compared isomer or geometry (same formula, charge and spin): 150.6 kJ/mol

---

(3)
A 8-piece molecular cluster, C23H66NO28P7 overall at a distorted geometry, computed with ωB97M-V/def2-TZVPD.

```
125
Properties=species:S:1:pos:R:3:forces:R:3
C 3.1440 -2.8884 4.5902 0.69 -0.70 0.05
O 3.4480 -1.8022 3.7060 -0.28 2.15 0.48
P 3.0256 -0.2550 4.0894 -0.26 -0.11 0.32
O 3.2364 0.2127 5.5049 -0.42 -1.11 -2.65
O 3.6918 0.6719 2.9206 -1.04 -1.42 2.18
C 4.7665 0.3143 2.0800 0.23 -0.37 -1.29
O 1.4781 -0.2393 3.5728 0.68 0.51 -0.03
C 0.3738 -0.6358 4.3868 0.52 -0.54 1.22
H 2.4188 -3.5790 4.1598 -0.19 0.37 -0.31
H 2.8191 -2.6195 5.5953 0.08 0.45 -0.12
H 4.0782 -3.4457 4.6596 -0.07 -0.05 0.27
H 5.6150 0.9906 2.1832 -0.23 0.10 0.26
H 4.3542 0.3985 1.0745 0.29 0.18 -0.22
H 5.1173 -0.7155 2.1479 -0.19 -0.02 0.56
H 0.0127 -1.6375 4.1537 0.01 0.07 -0.69
H -0.4544 0.0726 4.3669 0.28 0.09 -0.31
H 0.7281 -0.7514 5.4111 -0.13 0.40 0.25
C 3.9473 -6.1827 -1.5313 0.71 -0.95 -0.07
O 2.7133 -5.5189 -1.7389 -0.05 2.35 0.25
P 2.5123 -3.9280 -1.3759 -1.72 -1.92 0.22
O 2.3856 -3.6019 0.0672 -0.31 -0.20 -1.28
O 1.2276 -3.6187 -2.3511 2.69 0.68 0.99
C -0.0427 -4.0796 -2.0387 -1.52 -0.96 0.23
O 3.7030 -3.2045 -2.0692 0.21 -2.41 -0.37
C 3.8258 -1.8409 -2.0401 -0.39 2.24 -0.77
H 3.8433 -6.9188 -0.7342 -0.06 0.18 0.14
H 4.8242 -5.5641 -1.3406 -0.36 0.47 0.23
H 4.2072 -6.7384 -2.4323 -0.28 0.02 -0.15
H -0.2018 -4.2697 -0.9773 0.38 0.00 0.04
H -0.2232 -5.0075 -2.5813 0.01 -0.16 0.04
H -0.8307 -3.3905 -2.3425 0.37 0.40 -0.17
H 2.9238 -1.3763 -1.6419 0.14 0.18 0.39
H 3.8395 -1.5283 -3.0842 0.39 0.30 0.00
H 4.7279 -1.5128 -1.5236 -0.11 -0.12 0.05
C -2.3048 -0.8187 -4.0566 1.07 1.02 -0.60
O -3.4748 -1.4133 -3.5667 -1.77 -1.97 -0.49
P -4.4367 -2.2229 -4.6060 0.60 1.00 -0.13
O -5.1415 -1.3422 -5.5509 -0.11 -0.84 0.84
O -5.3759 -3.1487 -3.6671 1.30 1.29 -2.30
C -4.8766 -3.9752 -2.6612 -1.56 -0.67 2.67
O -3.4000 -3.2018 -5.3499 0.06 0.36 0.59
C -3.8670 -4.4005 -5.9844 -0.23 0.29 0.55
H -2.1951 0.1250 -3.5224 0.25 -0.17 0.09
H -2.3224 -0.5694 -5.1175 -0.43 -0.08 -0.12
H -1.4257 -1.4497 -3.9258 -0.08 -0.06 0.35
H -5.3715 -4.9464 -2.6577 0.21 -0.27 -0.90
H -5.3769 -3.5555 -1.7884 0.66 0.10 0.63
H -3.8251 -4.1293 -2.4190 0.21 0.61 -0.86
H -3.8158 -4.3477 -7.0719 0.14 0.24 0.12
H -4.9061 -4.5139 -5.6752 0.01 -0.63 -0.22
H -3.2205 -5.1872 -5.5956 -0.29 -0.22 -0.22
C 4.5370 3.9300 1.2223 -0.23 1.31 -1.12
O 4.3982 4.3563 2.5905 -0.96 0.45 0.63
P 3.1542 5.3770 2.9872 1.09 0.26 -0.15
O 3.0682 6.5406 2.0659 -0.40 -1.50 1.19
O 1.8691 4.4190 3.0255 0.05 0.33 -0.31
C 1.7850 3.2413 3.8385 0.40 -0.24 0.61
O 3.4506 5.7709 4.5689 1.15 -2.11 -2.84
C 2.6140 6.6985 5.1924 -0.68 0.89 -0.66
H 5.5430 3.6083 0.9530 0.03 -0.49 0.98
H 4.4351 4.7673 0.5320 -0.24 0.55 0.29
H 3.7798 3.2470 0.8372 -0.05 -0.48 0.77
H 1.0737 3.3682 4.6547 0.24 0.58 0.22
H 2.7746 2.9870 4.2181 -0.12 -0.05 0.20
H 1.3938 2.3534 3.3417 0.19 0.37 -0.90
H 3.2540 7.3709 5.7638 -0.33 -0.37 0.58
H 1.8252 6.1411 5.6975 0.14 0.41 0.59
H 2.1508 7.3360 4.4393 -0.23 0.10 -0.06
C -0.7710 3.5428 -6.1715 -0.24 1.65 0.49
O -0.7918 2.1296 -6.3331 2.09 -1.27 -0.61
P 0.6986 1.4127 -6.6341 -0.12 -0.31 -2.19
O 1.2020 1.4665 -8.0703 -1.10 0.33 3.75
O 1.6449 2.1095 -5.5243 -0.16 -0.04 -2.04
C 1.3808 1.8264 -4.1806 -0.26 -0.51 1.10
O 0.4918 -0.1240 -6.1146 -1.32 1.56 -0.16
C 1.5503 -1.0153 -5.8011 1.29 0.87 -0.29
H 0.0463 4.1137 -6.6120 0.52 -0.72 -0.15
H -0.8151 3.8387 -5.1233 0.29 -0.46 0.30
H -1.6299 4.0804 -6.5732 -0.49 -0.96 -0.46
H 2.0796 1.0519 -3.8645 -0.04 0.02 0.28
H 0.3671 1.4493 -4.0455 -0.01 0.00 0.16
H 1.5102 2.7163 -3.5647 0.09 0.06 -0.20
H 1.5316 -1.9307 -6.3925 -0.55 0.08 0.13
H 1.6023 -1.1974 -4.7277 -0.42 -0.22 -0.02
H 2.4789 -0.5127 -6.0715 0.33 -0.14 0.01
C -3.1105 -3.7913 4.0265 -0.09 0.08 -0.63
O -4.2703 -3.1863 3.3855 0.34 0.76 -1.03
P -4.0584 -2.1503 2.1281 -1.09 -0.06 -0.94
O -3.1944 -0.9726 2.4111 -0.52 -1.40 -0.14
O -3.5579 -3.0943 0.8258 -0.19 1.28 2.45
C -2.1587 -2.9645 0.4220 -0.43 0.24 -0.23
O -5.6060 -1.7675 1.6804 1.69 -1.80 -0.61
C -6.4806 -0.9655 2.4680 1.31 1.23 1.51
H -2.2067 -3.2595 3.7288 0.04 0.11 0.26
H -3.0053 -4.8276 3.7052 -0.21 0.03 -0.18
H -3.2297 -3.8003 5.1099 -0.19 0.36 -0.16
H -1.7012 -3.9398 0.2559 -0.66 -0.16 -0.03
H -1.5055 -2.4852 1.1513 -0.44 0.30 0.16
H -2.1889 -2.3850 -0.5007 0.35 -0.03 0.03
H -6.3558 -1.3237 3.4899 -0.35 0.40 0.21
H -7.5437 -0.8361 2.2650 0.08 -1.36 -0.98
H -6.1316 0.0619 2.3646 0.28 0.10 0.42
C -1.9531 2.6390 3.5066 0.64 0.56 -0.51
O -2.5506 3.5279 2.5368 -0.37 0.01 0.01
P -1.8227 4.7292 1.7509 -0.55 -0.71 -1.45
O -2.7119 5.4372 0.7943 0.74 -0.85 1.31
O -1.1819 5.6412 2.8945 0.73 -0.47 -1.14
C -2.0093 6.2403 3.8943 -0.16 -0.38 0.36
O -0.6092 3.9351 1.0055 -0.19 1.07 1.70
C -0.8047 3.2424 -0.2273 0.47 0.34 -0.15
H -0.9243 2.9543 3.6800 -0.11 0.27 0.51
H -1.8334 1.6173 3.1463 -0.62 0.02 -0.46
H -2.5737 2.6377 4.4027 0.18 0.12 -0.05
H -3.0640 6.1378 3.6388 0.00 -0.08 0.17
H -1.7994 7.2982 4.0518 0.31 -0.06 -0.52
H -1.7451 5.7213 4.8156 -0.43 0.02 0.15
H -1.1605 2.2230 -0.0781 -0.61 0.19 0.12
H 0.1863 3.1142 -0.6627 0.09 0.26 -0.03
H -1.4056 3.8692 -0.8863 -0.23 -0.42 -0.06
C 0.9365 -0.4332 0.6605 0.28 0.23 -0.19
C 0.5332 -0.3642 -0.7235 -1.48 -0.21 -2.96
N 0.1086 -0.3360 -1.8146 1.19 0.02 2.31
H 0.2048 -1.0375 1.1967 0.18 0.21 0.19
H 0.9779 0.5980 1.0112 -0.03 -0.16 0.44
H 1.9255 -0.8883 0.7137 -0.07 -0.09 0.24
```
Positions in Å, forces in eV/Å.

## Properties
* Kohn-Sham gap: 10.2 eV
* DFT total energy: -148775.2176 eV
* E_HOMO: -10.2 eV
* LUMO level: 0.0 eV